No. 1
{
  "formula": "C6H11N",
  "method": "wB97M-V/def2-TZVPD",
  "symbols": ["C", "C", "C", "C", "C", "C", "N", "H", "H", "H", "H", "H", "H", "H", "H", "H", "H", "H"],
  "positions_angstrom": [[-2.57811, -2.01114, 0.23602], [-1.32109, -1.78850, 0.05056], [-0.05040, 0.88402, 0.24049], [0.04573, -2.19599, -0.27668], [-0.67664, 2.10940, 0.79568], [2.33991, 1.10717, -0.65625], [1.08902, 0.59975, -0.15116], [-2.92917, -3.00276, 0.10678], [-3.25827, -1.10679, 0.47672], [0.85023, -1.39100, -0.14771], [0.01097, -2.51789, -1.27154], [0.31351, -3.23473, 0.28703], [-0.24476, 2.24915, 1.90209], [-0.34148, 2.93414, 0.11413], [-1.73451, 2.23256, 0.79460], [2.74263, 1.60585, 0.11767], [2.02489, 1.80386, -1.38355], [2.91380, 0.36015, -1.10180]],
  "forces_ev_per_a": [[-0.7537, 2.2470, 0.3411], [1.9954, 1.5270, 0.2917], [1.6793, -1.1230, -0.1889], [0.3101, -2.0049, 2.3904], [2.1501, 1.5597, 1.0710], [-3.3085, -0.1285, -0.7336], [-2.6177, -0.9327, 0.3629], [-0.9657, -0.8862, 0.0654], [0.7972, -1.8694, -0.3710], [-1.1237, -1.1171, -0.0152], [0.3001, -0.2376, -1.8854], [-0.3437, 2.4734, -0.8387], [-0.9796, -0.0981, -2.4546], [0.1172, -0.1451, 0.8346], [-0.8308, -0.7467, 0.2106], [2.2976, 1.6807, 2.4797], [0.2313, 1.0512, -1.1645], [1.0451, -1.2497, -0.3954]],
  "lowdin_charge": [-0.077, -0.162, -0.147, -0.157, -0.096, -0.062, -0.047, 0.030, 0.077, 0.046, 0.037, 0.125, 0.128, 0.076, 0.038, 0.048, 0.078, 0.064],
  "total_energy_ha": -289.7236,
  "mol_weight_g_mol": 97.2,
  "homo_lumo_gap_ev": [7.8, 7.6],
  "charge": 0,
  "de_lowest_kj_mol": 651.26,
  "lumo_energy_ev": [0.8, 0.9],
  "e_homo_ev": [-6.957, -6.729]
}



No. 2
{
  "formula": "C6H11N",
  "method": "wB97M-V/def2-TZVPD",
  "symbols": ["C", "C", "N", "C", "C", "C", "C", "H", "H", "H", "H", "H", "H", "H", "H", "H", "H", "H"],
  "positions_angstrom": [[2.41032, 0.61369, -2.31671], [1.64764, 0.15684, -1.24246], [0.85197, 0.86528, -0.40906], [-0.19181, 0.44461, 0.23991], [-0.87196, 1.56952, 1.00228], [-0.86763, -0.93543, 0.07678], [-1.33128, -1.57132, 1.37630], [2.45574, 1.70469, -2.69123], [3.14106, -0.03409, -2.70800], [1.77691, -0.94451, -1.03884], [-1.83977, 1.20766, 1.29725], [-0.81540, 2.43577, 0.41831], [-0.25684, 1.84723, 2.01383], [-1.65171, -0.68002, -0.63190], [-0.12399, -1.54504, -0.27227], [-0.54755, -1.44836, 2.15400], [-1.49347, -2.60938, 1.06569], [-2.29223, -1.07714, 1.66611]],
  "forces_ev_per_a": [[-1.9464, 1.9112, 2.4347], [2.4584, -1.5094, -2.5963], [-1.7512, 0.6199, 0.8960], [1.2910, 0.9892, -1.0570], [1.9742, -1.6627, 3.2184], [0.1078, 3.2570, 1.4855], [-0.8355, 0.7830, -0.3625], [-0.3539, -1.8940, 0.8935], [0.4434, -0.8659, -0.6959], [-0.0495, 0.9464, -0.1035], [-0.6993, 0.5249, 0.1637], [-0.4128, 1.2145, -0.8270], [-1.4272, -0.8698, -2.2929], [-0.2480, -0.7591, -0.2209], [1.5397, -1.6083, -1.7417], [-0.6832, -0.3520, -0.3769], [-0.1893, 0.0105, 0.9108], [0.7816, -0.7354, 0.2722]],
  "lowdin_charge": [0.010, -0.268, 0.046, -0.307, -0.039, -0.201, -0.097, 0.075, 0.008, 0.106, 0.050, 0.047, 0.139, 0.129, 0.054, 0.093, 0.074, 0.081],
  "total_energy_ha": -289.8899,
  "mol_weight_g_mol": 97.2,
  "homo_lumo_gap_ev": 9.1,
  "charge": 0,
  "de_lowest_kj_mol": 214.82,
  "lumo_energy_ev": 0.7,
  "e_homo_ev": -8.377,
  "smiles": "C=C/N=C(/C)CC"
}



No. 3
{
  "formula": "C6H11N",
  "method": "wB97M-V/def2-TZVPD",
  "symbols": ["C", "C", "C", "C", "C", "C", "N", "H", "H", "H", "H", "H", "H", "H", "H", "H", "H", "H"],
  "positions_angstrom": [[0.44081, -0.37643, 2.51112], [0.95935, -1.05178, 1.49775], [0.01622, -1.32245, 0.31562], [-0.27772, -0.20312, -0.60210], [-1.64209, -0.26524, -1.23494], [0.65629, 0.88641, -0.87258], [0.24054, 2.04850, -1.50812], [1.10696, 0.03496, 3.27866], [-0.62150, -0.35032, 2.77127], [2.00492, -1.10858, 1.15854], [0.42848, -2.15041, -0.14436], [-0.98726, -1.48887, 0.84428], [-1.51977, -0.66216, -2.28943], [-2.23241, -1.08269, -0.74550], [-2.39946, 0.56621, -1.14349], [1.67115, 0.84677, -0.42311], [-0.81777, 2.16298, -1.32846], [0.76566, 2.88824, -1.11080]],
  "forces_ev_per_a": [[1.2907, -0.4036, 1.7194], [-0.8661, 1.5592, -2.3549], [-1.1956, 0.5942, 3.2771], [3.0841, 4.5965, -1.3077], [-1.1333, -1.3033, -0.5021], [-3.0489, -4.2193, 2.1123], [-0.9869, 1.9160, 0.9107], [-0.2909, -0.1219, -0.1290], [0.2609, 0.1323, -0.5880], [-0.1819, 0.0875, 1.0922], [0.0420, -2.2128, -1.3418], [1.2555, -0.5927, -1.0017], [-0.4663, 0.9890, 0.8166], [0.6286, 0.4561, -0.2566], [1.2746, -0.1671, -0.4526], [-0.8345, 0.1478, -0.4951], [2.3465, 0.0486, -0.5953], [-1.1786, -1.5066, -0.9037]],
  "lowdin_charge": [-0.014, -0.178, -0.229, -0.302, -0.103, -0.161, -0.010, 0.052, 0.067, 0.103, 0.079, 0.126, 0.099, 0.069, 0.083, 0.108, 0.105, 0.107],
  "total_energy_ha": -289.8698,
  "mol_weight_g_mol": 97.2,
  "homo_lumo_gap_ev": 8.4,
  "charge": 0,
  "de_lowest_kj_mol": 267.46,
  "lumo_energy_ev": 1.0,
  "e_homo_ev": -7.401,
  "smiles": "C=CC/C(C)=C/N"
}



No. 4
{
  "formula": "C6H11N",
  "method": "wB97M-V/def2-TZVPD",
  "symbols": ["C", "N", "C", "C", "C", "C", "C", "H", "H", "H", "H", "H", "H", "H", "H", "H", "H", "H"],
  "positions_angstrom": [[1.22332, -0.37321, -1.85928], [0.03762, -0.75188, -1.52749], [-0.73862, 0.01214, -0.59535], [-1.21955, 1.24764, -0.80304], [-0.81665, -0.75433, 0.70567], [0.36391, -0.55925, 1.64773], [0.82670, 0.89644, 1.78465], [1.79913, -1.25388, -2.13344], [1.45091, 0.61198, -2.26569], [-1.56218, 1.60971, -1.76100], [-1.25798, 1.96214, 0.00835], [-1.82683, -0.55537, 1.07961], [-0.86062, -1.80806, 0.44888], [-0.00520, -0.82774, 2.66154], [1.20638, -1.23393, 1.48129], [0.05683, 1.56192, 2.19035], [1.31035, 1.29101, 0.90007], [1.46600, 0.87629, 2.69125]],
  "forces_ev_per_a": [[-2.4611, -1.4532, -1.5770], [0.7340, -0.6188, 1.4886], [0.5056, 0.9270, -1.1395], [0.0477, -0.2466, 0.1169], [-0.1022, -0.0779, -0.6152], [-0.9848, 0.6713, 1.4421], [0.2648, -0.5967, 1.8011], [0.6776, 0.4809, -0.5617], [0.5546, 0.5690, 1.2299], [0.8764, 0.1257, -0.3913], [-1.0374, -0.3493, 0.3645], [0.4986, 0.3583, 0.7203], [0.0291, -0.1745, -0.2948], [0.2235, -0.1084, -0.4823], [-0.1135, 0.1288, -0.4748], [-0.3850, -0.0761, -0.8032], [0.1152, 0.2172, 0.0520], [0.5569, 0.2231, -0.8755]],
  "lowdin_charge": [-0.018, 0.010, -0.379, 0.045, -0.181, -0.251, -0.121, 0.062, 0.081, 0.053, 0.054, 0.116, 0.106, 0.109, 0.105, 0.073, 0.063, 0.074],
  "total_energy_ha": -289.8582,
  "mol_weight_g_mol": 97.2,
  "homo_lumo_gap_ev": 9.1,
  "charge": 0,
  "de_lowest_kj_mol": 297.95,
  "lumo_energy_ev": 0.6,
  "e_homo_ev": -8.517,
  "smiles": "C=NC(=C)CCC"
}



No. 5
{
  "formula": "C6H11N",
  "method": "wB97M-V/def2-TZVPD",
  "symbols": ["C", "C", "C", "N", "C", "C", "C", "H", "H", "H", "H", "H", "H", "H", "H", "H", "H", "H"],
  "positions_angstrom": [[-3.14344, -0.53809, -0.38035], [-1.99756, -0.60750, 0.27961], [-0.82705, 0.26017, 0.06217], [-0.97286, 1.37194, -0.73932], [0.35638, -0.10047, 0.56134], [1.69603, 0.50159, 0.21031], [2.76978, -0.60762, 0.24968], [-3.91988, -1.26312, -0.20934], [-3.29077, 0.20733, -1.14675], [-1.75427, -1.35311, 1.03031], [-0.14419, 1.84786, -1.03786], [-1.88128, 1.72202, -0.96722], [0.44097, -0.91520, 1.27515], [1.99921, 1.32878, 0.85361], [1.69563, 0.84381, -0.81748], [3.63606, -0.32713, -0.34595], [2.34499, -1.51971, -0.16910], [2.99223, -0.85154, 1.29118]],
  "forces_ev_per_a": [[0.1784, -0.1522, 0.1055], [0.7543, 0.3206, 0.3672], [-0.3401, 0.1692, -0.1753], [0.0702, -0.3369, -0.1101], [0.9451, 0.0308, 0.5197], [0.0560, -0.7792, -0.1428], [-0.6954, 0.0967, 0.2405], [-0.2214, -0.0103, 0.0048], [-0.1783, 0.0169, -0.0947], [-0.5192, -0.1757, -0.0775], [-0.2078, 0.2805, -0.0292], [0.1096, 0.0823, -0.1125], [-0.4040, -0.1522, -0.2462], [-0.0962, 0.1290, 0.0257], [-0.1927, 0.4459, -0.2885], [0.2427, -0.0597, 0.3607], [0.0529, -0.0097, -0.2169], [0.4458, 0.1040, -0.1304]],
  "lowdin_charge": [0.012, -0.133, -0.378, 0.111, -0.098, -0.257, -0.117, 0.050, 0.046, 0.101, 0.078, 0.077, 0.104, 0.107, 0.089, 0.066, 0.069, 0.071],
  "total_energy_ha": -289.9297,
  "mol_weight_g_mol": 97.2,
  "homo_lumo_gap_ev": 8.8,
  "charge": 0,
  "de_lowest_kj_mol": 110.18,
  "lumo_energy_ev": 1.1,
  "e_homo_ev": -7.716,
  "smiles": "C=C/C(N)=C/CC"
}



No. 6
{
  "formula": "C6H11N",
  "method": "wB97M-V/def2-TZVPD",
  "symbols": ["C", "C", "C", "C", "C", "C", "N", "H", "H", "H", "H", "H", "H", "H", "H", "H", "H", "H"],
  "positions_angstrom": [[-2.76451, 0.86821, 1.87014], [-1.55952, 1.09000, 1.00083], [-1.03027, 0.32935, 0.04741], [0.17414, 0.57621, -0.80497], [1.02841, -0.65434, -1.05243], [2.34228, -0.68533, -0.83785], [3.15541, -1.84123, -0.94047], [-3.38817, 1.75654, 1.75719], [-2.37047, 0.86895, 2.88262], [-3.34017, -0.02566, 1.66111], [-0.86023, 1.87903, 1.30486], [-1.69839, -0.46547, -0.31107], [0.76317, 1.35919, -0.32018], [-0.11180, 0.88461, -1.81501], [0.45745, -1.48022, -1.46333], [2.82304, 0.14172, -0.32766], [3.70358, -1.87967, -1.79415], [2.67604, -2.72187, -0.85702]],
  "forces_ev_per_a": [[0.6969, 0.8257, -0.4992], [1.8389, -0.2038, 0.0881], [-1.9879, -0.5526, -0.8435], [0.6256, -0.2242, 0.3974], [-0.0897, 0.7379, 0.3648], [-0.7993, -0.7365, 0.5089], [0.6241, -0.1479, -0.3789], [-0.2997, -0.1240, 0.2118], [-0.3706, -0.1900, 0.3159], [0.0640, -0.1404, -0.1030], [-0.5832, 0.2652, 0.2041], [0.3756, -0.2090, 0.0924], [0.1258, 0.0955, -0.3102], [-0.3050, 0.4133, 0.1664], [0.3426, -0.3049, -0.0508], [0.0796, 0.2825, -0.3652], [0.0823, 0.1858, 0.2229], [-0.4197, 0.0274, -0.0219]],
  "lowdin_charge": [-0.099, -0.184, -0.149, -0.216, -0.117, -0.224, 0.003, 0.070, 0.070, 0.071, 0.103, 0.108, 0.108, 0.114, 0.104, 0.103, 0.071, 0.063],
  "total_energy_ha": -289.9148,
  "mol_weight_g_mol": 97.2,
  "homo_lumo_gap_ev": 9.9,
  "charge": 0,
  "de_lowest_kj_mol": 149.30,
  "lumo_energy_ev": 1.2,
  "e_homo_ev": -8.715,
  "smiles": "C/C=C/C/C=C/N"
}